[1]
C16H33BCrF4N2P2Te as an isolated structure at a distorted geometry. Source: OMol25; level of theory: ωB97M-V/def2-TZVPD.

```
60
Properties=species:S:1:pos:R:3
Te -0.933 -1.294 -0.523
Cr 0.570 0.855 0.040
P 2.910 1.068 -0.453
P 1.417 -0.258 2.020
F -0.997 3.330 -2.425
F 0.327 1.400 -2.094
F 0.333 2.972 -0.511
F -1.503 1.685 -0.832
N -4.659 3.084 2.816
N -1.058 2.256 1.833
C -2.403 -4.262 -4.453
C 3.161 -0.672 1.656
C 0.679 -1.819 2.572
C 3.870 0.513 0.991
C 0.069 -3.073 -1.168
C -1.674 -5.217 -3.763
C -3.148 3.195 2.781
C -0.883 -4.846 -2.685
C 3.385 0.038 -1.858
C -1.445 -1.104 -2.587
C -2.501 2.031 2.022
C 1.477 0.759 3.524
C -0.816 -3.510 -2.311
C -2.352 -2.929 -4.071
C -1.551 -2.551 -3.002
C 3.389 2.759 -0.845
B -0.526 2.443 -1.574
H 0.775 -2.582 1.799
H -2.657 1.093 2.558
H 3.965 1.358 1.677
H 3.229 -1.020 -1.647
H 1.076 -2.789 -1.473
H -2.935 -2.188 -4.605
H 1.213 -2.161 3.460
H 4.442 0.206 -2.073
H -5.067 3.115 1.877
H -2.371 -0.543 -2.667
H -4.975 2.217 3.262
H 4.879 0.247 0.672
H -2.820 3.245 3.817
H 3.157 -1.547 0.999
H 2.795 0.321 -2.731
H 3.656 -0.971 2.581
H -1.728 -6.257 -4.055
H 4.468 2.778 -1.015
H -2.927 4.146 2.301
H 2.877 3.088 -1.748
H 3.139 3.437 -0.030
H 2.120 0.256 4.248
H -0.914 3.117 1.313
H -3.027 -4.557 -5.286
H -0.610 2.389 2.735
H -0.373 -1.694 2.825
H -0.325 -5.598 -2.140
H -0.642 -0.554 -3.072
H 1.876 1.756 3.333
H 0.480 0.845 3.955
H -5.073 3.858 3.346
H 0.118 -3.791 -0.353
H -2.957 1.929 1.037
```

For the LUMO energy (alpha / beta), the calculation gives -10.7 / -9.1 eV. The calculation puts the calculated total energy at -85928.021 eV. The HOMO-LUMO gap (alpha / beta) comes out at 5.43 / 7.05 eV. As for the expectation value of S²: 4.04. The spin multiplicity is 4. Its total charge is +3.

=====

[2]
C42H42N3O9P2S3SeZr as an isolated structure. Source: OMol25; level of theory: ωB97M-V/def2-TZVPD.

```
103
Properties=species:S:1:pos:R:3
Zr -0.508 0.533 -1.776
Se -2.871 2.089 -2.284
S -1.770 -1.365 -3.562
S 2.007 -0.311 -3.245
S -1.000 0.573 7.027
P -1.185 1.177 1.028
P 1.281 -0.106 0.678
O -1.377 1.906 -3.130
O -4.124 2.238 -3.273
O -2.687 3.217 -1.131
O 1.031 -1.191 -2.579
O -2.717 0.585 -1.535
O -0.932 -1.305 -0.702
O 0.528 2.299 -1.001
O 1.825 4.092 -1.261
O 3.383 -0.431 -2.823
N 0.166 0.482 1.839
N 1.308 1.066 -3.042
N -1.576 -2.404 -1.103
C -2.650 0.273 1.610
C 1.930 -1.720 -9.137
C 4.060 2.754 1.482
C 3.084 -1.347 -5.537
C -4.939 -1.195 2.220
C 1.551 -1.862 1.092
C -2.846 -4.737 -1.708
C -2.305 -4.553 -0.424
C -1.378 2.822 1.816
C 3.055 -1.682 -6.884
C 1.949 -1.385 -7.671
C -2.215 3.008 2.918
C 0.864 -0.742 -7.080
C -3.914 0.814 1.380
C 5.214 0.653 1.612
C 4.027 -0.016 1.345
C 1.279 -3.783 2.536
C -1.677 -3.374 -0.162
C -2.020 -2.543 -2.385
C -5.050 0.085 1.692
C 2.072 -2.695 0.106
C 1.806 -4.605 1.550
C 0.583 0.869 3.200
C 2.204 -4.057 0.339
C -2.653 0.974 6.438
C 2.875 2.089 1.213
C 2.032 2.299 -2.841
C 1.990 -0.712 -4.969
C -2.546 -1.018 2.117
C 0.878 -0.400 -5.740
C -2.306 4.241 3.546
C -1.561 5.313 3.076
C -0.028 1.129 5.611
C 5.232 2.038 1.681
C 1.155 -2.419 2.307
C -2.704 -3.763 -2.650
C -3.685 -1.749 2.428
C -0.662 3.915 1.330
C 2.848 0.696 1.141
C 1.436 2.993 -1.619
C -0.748 5.146 1.966
C -0.347 0.404 4.313
H 2.197 -0.846 -9.737
H -1.564 -1.452 2.263
H -3.341 0.824 7.269
H 6.125 0.087 1.762
H -0.047 3.814 0.448
H 1.974 2.665 1.039
H -6.026 0.515 1.506
H -1.381 0.601 4.038
H 1.017 0.981 5.896
H -4.001 1.803 0.942
H -1.630 6.279 3.562
H -2.710 2.019 6.130
H 3.090 2.114 -2.630
H 2.346 -2.285 -0.858
H -2.827 2.191 3.277
H -3.588 -2.754 2.822
H -2.368 -5.305 0.348
H 2.640 -2.512 -9.372
H -0.008 -0.503 -7.678
H 0.729 -1.789 3.074
H 0.034 0.112 -5.298
H -3.095 -3.884 -3.649
H -5.830 -1.764 2.455
H 1.586 0.471 3.374
H 3.908 -2.183 -7.328
H -3.367 -5.653 -1.959
H 1.898 -5.670 1.720
H 0.680 1.960 3.246
H -1.204 -3.112 0.772
H 0.961 -4.200 3.485
H -0.281 -0.676 4.467
H 2.602 -4.695 -0.441
H 4.027 -1.097 1.290
H 6.159 2.559 1.886
H 3.945 -1.574 -4.924
H -0.181 5.978 1.568
H 1.966 2.977 -3.695
H -0.175 2.204 5.477
H -2.968 0.338 5.612
H -2.968 4.365 4.395
H 0.940 -2.045 -9.457
H 4.062 3.836 1.516
```

For the LUMO energy, the calculation gives 2.2 eV. The calculation puts the calculated total energy at -184849.614 eV. The HOMO-LUMO gap comes out at 7.32 eV. As for the energy above the lowest of the compared OMol25 structures with the same formula, charge and spin: 0.0 kcal per mole. Its total charge is -1.

=====

[3]
A 2-piece molecular cluster, C10H23N2 overall at a distorted geometry. Source: OMol25; level of theory: ωB97M-V/def2-TZVPD.

```
35
Properties=species:S:1:pos:R:3
N -1.784 1.020 1.494
N -0.919 2.744 0.244
C 1.367 -2.769 0.634
C -1.494 3.803 1.035
C 0.792 -0.829 2.145
C 0.545 -1.524 0.852
C -0.856 -1.989 -1.906
C 2.201 0.073 -0.357
C -0.425 0.427 -2.416
C 0.195 -0.814 -1.708
C 0.897 -0.728 -0.377
C -0.941 1.461 0.562
H -1.923 -1.670 -1.674
H -1.691 0.095 1.861
H 0.557 0.168 2.117
H -0.983 4.797 0.795
H 0.065 -1.228 2.893
H -0.525 -1.818 0.776
H -1.300 0.826 -1.857
H 0.389 1.098 -2.682
H -2.072 1.699 2.106
H 1.915 0.980 -0.861
H 1.109 -3.298 1.562
H -0.910 0.125 -3.446
H 2.642 0.276 0.607
H -2.531 4.087 0.939
H 2.368 -2.435 0.639
H 2.878 -0.501 -0.931
H -0.503 3.104 -0.658
H -0.664 -2.885 -1.323
H -1.467 3.416 2.031
H 1.071 -3.196 -0.339
H 1.762 -0.998 2.550
H -0.810 -2.237 -2.954
H 1.045 -1.279 -2.350
```

For the LUMO energy, the calculation gives -4.5 eV. The calculation puts the calculated total energy at -13713.203 eV. The HOMO-LUMO gap comes out at 7.41 eV. As for the energy above the lowest of the compared OMol25 structures with the same formula, charge and spin: 63.6 kcal per mole. Its total charge is +1.

=====

- total charge of number 1 (C16H33BCrF4N2P2Te)?
  +3

=====

Copy entry 1 word for word.
C16H33BCrF4N2P2Te as an isolated structure at a distorted geometry. Source: OMol25; level of theory: ωB97M-V/def2-TZVPD.

```
60
Properties=species:S:1:pos:R:3
Te -0.933 -1.294 -0.523
Cr 0.570 0.855 0.040
P 2.910 1.068 -0.453
P 1.417 -0.258 2.020
F -0.997 3.330 -2.425
F 0.327 1.400 -2.094
F 0.333 2.972 -0.511
F -1.503 1.685 -0.832
N -4.659 3.084 2.816
N -1.058 2.256 1.833
C -2.403 -4.262 -4.453
C 3.161 -0.672 1.656
C 0.679 -1.819 2.572
C 3.870 0.513 0.991
C 0.069 -3.073 -1.168
C -1.674 -5.217 -3.763
C -3.148 3.195 2.781
C -0.883 -4.846 -2.685
C 3.385 0.038 -1.858
C -1.445 -1.104 -2.587
C -2.501 2.031 2.022
C 1.477 0.759 3.524
C -0.816 -3.510 -2.311
C -2.352 -2.929 -4.071
C -1.551 -2.551 -3.002
C 3.389 2.759 -0.845
B -0.526 2.443 -1.574
H 0.775 -2.582 1.799
H -2.657 1.093 2.558
H 3.965 1.358 1.677
H 3.229 -1.020 -1.647
H 1.076 -2.789 -1.473
H -2.935 -2.188 -4.605
H 1.213 -2.161 3.460
H 4.442 0.206 -2.073
H -5.067 3.115 1.877
H -2.371 -0.543 -2.667
H -4.975 2.217 3.262
H 4.879 0.247 0.672
H -2.820 3.245 3.817
H 3.157 -1.547 0.999
H 2.795 0.321 -2.731
H 3.656 -0.971 2.581
H -1.728 -6.257 -4.055
H 4.468 2.778 -1.015
H -2.927 4.146 2.301
H 2.877 3.088 -1.748
H 3.139 3.437 -0.030
H 2.120 0.256 4.248
H -0.914 3.117 1.313
H -3.027 -4.557 -5.286
H -0.610 2.389 2.735
H -0.373 -1.694 2.825
H -0.325 -5.598 -2.140
H -0.642 -0.554 -3.072
H 1.876 1.756 3.333
H 0.480 0.845 3.955
H -5.073 3.858 3.346
H 0.118 -3.791 -0.353
H -2.957 1.929 1.037
```

For the LUMO energy (alpha / beta), the calculation gives -10.7 / -9.1 eV. The calculation puts the calculated total energy at -85928.021 eV. The HOMO-LUMO gap (alpha / beta) comes out at 5.43 / 7.05 eV. As for the expectation value of S²: 4.04. The spin multiplicity is 4. Its total charge is +3.

=====

- Number 3 is which compound?
  C10H23N2